{
  "formula": "C4H5NS",
  "method": "the ωB97M-V functional and the def2-TZVPD basis",
  "fmax_ha_per_bohr": 0.06505,
  "homo_lumo_gap_ev": [7.669, 7.669],
  "total_charge": 0,
  "mol_weight_g_mol": 99.2,
  "elements": ["S", "N", "C", "C", "C", "C", "H", "H", "H", "H", "H"],
  "xyz": [[-1.34860, 1.44529, 0.72212], [1.02915, -1.44325, 1.32751], [0.75893, -0.25332, 1.39767], [0.05038, -0.18646, -1.00845], [0.21494, 0.61383, 0.26948], [0.32812, -1.42939, -1.12190], [0.89469, 0.33961, 2.30967], [0.47062, -2.38591, -1.53614], [-0.35223, 0.43320, -1.80805], [-2.06618, 0.32814, 0.86027], [0.90794, 1.44873, 0.09489]],
  "atomic_forces_ev_per_a": [[0.2, 0.2, 0.0], [-0.3, -1.2, -2.2], [-0.3, 1.0, -0.4], [-0.1, 0.5, -0.1], [-0.2, 0.3, -0.1], [0.9, 0.2, 3.2], [0.1, -0.1, 0.2], [0.0, -0.5, -0.5], [0.0, -0.1, -0.2], [0.0, -0.2, 0.0], [-0.1, -0.1, 0.0]],
  "nbo_charge": [-0.0082, -0.3363, -0.0283, -0.3181, -0.3923, 0.0115, 0.2063, 0.2280, 0.2609, 0.1281, 0.2484]
}

{
  "formula": "C4H5NS",
  "method": "the ωB97M-V functional and the def2-TZVPD basis",
  "fmax_ha_per_bohr": 0.13324,
  "homo_lumo_gap_ev": 8.462,
  "total_charge": 0,
  "mol_weight_g_mol": 99.2,
  "smiles": "Sc1ccc[nH]1",
  "elements": ["S", "N", "C", "C", "C", "C", "H", "H", "H", "H", "H"],
  "xyz": [[-2.59947, -0.21450, -0.04496], [-0.05317, -1.20312, -0.01826], [-0.78675, 0.03330, -0.00098], [1.24478, -0.84692, -0.07568], [0.05455, 1.01264, -0.14300], [1.42355, 0.52644, 0.13627], [-0.06210, 2.17254, -0.62701], [2.24281, 1.29449, 0.26467], [-0.21514, -2.16898, -0.00946], [2.06635, -1.68693, -0.12352], [-3.31539, 1.08104, 0.64193]],
  "atomic_forces_ev_per_a": [[-0.6, 2.8, 1.0], [0.5, 2.9, -0.1], [-3.9, -4.1, -0.5], [4.3, -0.4, 1.6], [3.1, 6.1, -0.5], [-1.4, 0.1, -2.1], [-0.3, -3.5, 2.2], [-0.7, -1.8, -0.5], [-1.4, -1.0, 0.2], [-1.8, 1.8, 0.3], [2.2, -2.8, -1.4]],
  "nbo_charge": [-0.0565, -0.5600, -0.0347, -0.0272, -0.2856, -0.3363, 0.2430, 0.2417, 0.4251, 0.2111, 0.1793]
}

{
  "formula": "C4H5NS",
  "method": "the ωB97M-V functional and the def2-TZVPD basis",
  "fmax_ha_per_bohr": 0.07487,
  "homo_lumo_gap_ev": 9.220,
  "total_charge": 0,
  "mol_weight_g_mol": 99.2,
  "smiles": "C#CCNC=S",
  "elements": ["S", "N", "C", "C", "C", "C", "H", "H", "H", "H", "H"],
  "xyz": [[2.85631, -0.81837, -0.16053], [0.58560, 0.66466, 0.04500], [1.87614, 0.51423, -0.27209], [-2.46973, -0.64484, -0.60695], [-1.46563, -0.53928, 0.08707], [-0.19446, -0.28117, 0.72093], [0.46443, -1.15439, 0.67736], [-0.58915, 0.02510, 1.75456], [0.13812, 1.52145, -0.41001], [-3.42844, -0.74514, -1.06238], [2.22682, 1.45776, -0.77296]],
  "atomic_forces_ev_per_a": [[-0.6, 0.8, 0.3], [-0.2, 3.5, -1.5], [0.8, 0.3, -1.0], [1.8, 0.2, 1.8], [-2.5, -0.4, -2.9], [-1.3, -0.9, 1.7], [-0.4, -0.4, 0.8], [1.6, -0.3, -0.8], [0.7, -1.8, 1.3], [0.1, 0.0, -0.1], [0.0, -1.0, 0.5]],
  "nbo_charge": [-0.1611, -0.5528, -0.0546, -0.2146, -0.0341, -0.3294, 0.2728, 0.2306, 0.4107, 0.2397, 0.1929]
}

{
  "formula": "C4H5O2",
  "method": "the ωB97M-V functional and the def2-TZVPD basis",
  "fmax_ha_per_bohr": 0.05968,
  "homo_lumo_gap_ev": 9.213,
  "total_charge": 1,
  "mol_weight_g_mol": 85.1,
  "elements": ["O", "O", "C", "C", "C", "C", "H", "H", "H", "H", "H"],
  "xyz": [[-0.69623, 1.60591, -0.58632], [0.69722, -0.04089, -1.13354], [-1.32025, -0.22346, 0.88268], [1.05386, -0.38534, 0.16428], [-0.13115, 0.97314, -1.44973], [-0.15324, -0.72481, 1.00735], [1.60051, 0.18470, 0.94570], [-0.38101, 1.10682, -2.45911], [1.59695, -1.25689, 0.07917], [-2.20070, 0.37136, 0.94388], [-0.06596, -1.61053, 1.60565]],
  "atomic_forces_ev_per_a": [[-0.2, -0.5, 0.6], [0.9, 1.0, -1.3], [1.8, 1.0, -0.3], [-1.2, 0.9, 1.3], [-0.2, -0.6, 3.0], [-2.2, -0.3, -0.5], [0.2, 1.2, -1.4], [0.4, -0.1, -1.8], [1.2, -1.9, -0.5], [-0.7, -0.1, 0.1], [0.0, -0.5, 0.7]],
  "nbo_charge": [-0.5382, -0.4420, 0.3634, -0.0699, 0.6720, -0.3069, 0.2618, 0.1918, 0.2437, 0.2843, 0.3400]
}

{
  "formula": "C4H5O2S",
  "method": "the ωB97M-V functional and the def2-TZVPD basis",
  "fmax_ha_per_bohr": 0.08729,
  "homo_lumo_gap_ev": 7.645,
  "total_charge": -1,
  "mol_weight_g_mol": 117.1,
  "elements": ["S", "O", "O", "C", "C", "C", "C", "H", "H", "H", "H", "H"],
  "xyz": [[-1.37896, 1.88520, -0.10926], [-3.71068, -0.06714, -0.80530], [-3.36556, -1.40137, 0.97199], [0.59927, -0.00740, 0.13751], [-3.18476, -0.46894, 0.19591], [-1.97183, 0.33164, 0.73579], [-0.52922, 0.45636, -0.67147], [-1.31251, 0.08116, 1.65967], [0.34507, -0.94269, 0.60278], [0.84436, 0.65554, 0.90305], [1.50168, -0.25602, -0.50020], [-0.79813, -0.02497, -1.64539]],
  "atomic_forces_ev_per_a": [[-0.5, -0.7, 0.5], [-1.4, 0.5, -2.3], [-1.0, -1.9, 0.8], [1.9, -2.1, -2.0], [2.1, 0.8, 2.0], [3.8, 1.5, -1.9], [-3.4, -0.2, 1.5], [-1.7, 0.3, -1.7], [0.1, -0.6, 0.2], [0.6, 1.3, 1.1], [-0.6, 0.5, 0.6], [0.1, 0.5, 1.2]],
  "nbo_charge": [0.1323, -0.7336, -0.7582, -0.6497, 0.7239, -0.3811, -0.3588, 0.1975, 0.2073, 0.2111, 0.1827, 0.2265]
}

{
  "formula": "C4H5O2Sm",
  "method": "the ωB97M-V functional and the def2-TZVPD basis",
  "fmax_ha_per_bohr": 0.05095,
  "homo_lumo_gap_ev": [6.746, 6.865],
  "spin_multiplicity": 7,
  "total_charge": 1,
  "mol_weight_g_mol": 235.4,
  "elements": ["Sm", "O", "O", "C", "C", "C", "C", "H", "H", "H", "H", "H"],
  "xyz": [[-0.16695, 1.31648, -2.93150], [-0.93701, -0.32586, 2.95403], [0.45632, -0.95285, -2.59460], [-1.00715, 0.26313, 1.90114], [0.11036, 0.28716, -0.29822], [0.18860, 0.73828, 1.11677], [0.56803, -0.77744, -0.87276], [-1.96463, 0.35871, 1.33956], [0.20453, 1.82568, 1.31987], [1.43616, -1.41343, -0.68364], [-0.01168, -1.74913, -2.86003], [1.12342, 0.42927, 1.60937]],
  "atomic_forces_ev_per_a": [[0.3, -1.2, 1.4], [-0.2, 0.8, -0.8], [-0.3, 1.5, 0.8], [-0.1, -1.6, 0.3], [-0.8, 0.6, -2.4], [1.0, 0.4, 1.0], [1.3, 0.5, -0.1], [0.0, 0.2, 0.4], [-0.2, -0.1, -0.9], [-0.7, -0.4, -0.2], [0.0, -0.3, 0.4], [-0.4, -0.4, 0.0]],
  "mulliken_charge": [1.4857, -0.4407, -0.6704, 0.0080, -0.7702, -0.2738, 0.1767, 0.2887, 0.2501, 0.3486, 0.3252, 0.2722]
}

{
  "formula": "C4H5O3",
  "method": "the ωB97M-V functional and the def2-TZVPD basis",
  "fmax_ha_per_bohr": 0.10015,
  "homo_lumo_gap_ev": 5.846,
  "total_charge": -1,
  "mol_weight_g_mol": 101.1,
  "elements": ["O", "O", "O", "C", "C", "C", "C", "H", "H", "H", "H", "H"],
  "xyz": [[1.35020, 0.12634, 1.45786], [2.52748, -1.17083, 0.00492], [-2.95654, 0.81720, -0.08092], [1.60224, -0.39514, 0.33796], [-0.62105, 0.62038, -0.51401], [0.62133, -0.06826, -0.69586], [-2.01011, -0.05526, -0.33389], [-1.81330, -0.86695, 0.43720], [-0.51510, 1.07197, 0.48682], [0.86188, -0.37730, -1.69836], [-0.75628, 1.53797, -1.07688], [-2.19031, -0.67030, -1.24673]],
  "atomic_forces_ev_per_a": [[0.4, -0.2, -0.5], [-0.2, 0.2, -0.3], [0.9, -0.5, 0.0], [0.4, -0.5, 2.2], [3.9, 2.5, 2.2], [-2.2, 0.9, -1.7], [-3.4, -2.3, 0.2], [-0.1, 0.8, 0.0], [0.0, -0.4, 0.0], [0.3, -0.2, -0.4], [-0.2, -0.6, -1.4], [0.2, 0.3, -0.4]],
  "nbo_charge": [-0.6939, -0.7019, -0.7572, 0.6051, -0.6027, 0.2056, 0.0407, 0.1110, 0.2687, 0.1671, 0.2592, 0.0982]
}

{
  "formula": "C4H5O3P",
  "method": "the ωB97M-V functional and the def2-TZVPD basis",
  "fmax_ha_per_bohr": 0.08843,
  "homo_lumo_gap_ev": 10.633,
  "total_charge": 0,
  "mol_weight_g_mol": 132.1,
  "smiles": "C=C1OC(=O)O[C@H]1P",
  "elements": ["P", "O", "O", "O", "C", "C", "C", "C", "H", "H", "H", "H", "H"],
  "xyz": [[2.09910, 0.03154, 0.00924], [-1.65908, 0.61612, 0.41782], [-1.75535, 2.44721, -0.83743], [-0.16025, 0.90320, -1.26877], [-1.23563, 1.40869, -0.57216], [-0.55574, -1.59475, 1.27929], [-0.60186, -0.56844, 0.48600], [0.30317, -0.30502, -0.64349], [0.24316, -0.99325, -1.40095], [-1.32803, -1.91945, 2.06617], [0.38482, -2.26685, 1.18359], [2.56890, 0.80516, -1.20398], [1.69680, 1.43583, 0.48469]],
  "atomic_forces_ev_per_a": [[-0.6, 2.7, -1.1], [2.7, -3.6, 0.7], [0.2, -0.2, -0.1], [-1.0, 0.2, 0.9], [0.1, 0.6, -0.8], [-0.1, -2.3, 2.2], [-2.3, 2.7, -0.9], [1.4, 3.2, 1.0], [0.2, -2.2, -1.5], [1.4, 0.9, -1.4], [-1.8, 1.2, 0.1], [-0.5, -1.3, 1.0], [0.3, -1.9, -0.1]],
  "nbo_charge": [0.2325, -0.4804, -0.5683, -0.4951, 0.9618, -0.4536, 0.2560, -0.1983, 0.2200, 0.2530, 0.2415, 0.0161, 0.0149]
}

{
  "formula": "C4H5O3S",
  "method": "the ωB97M-V functional and the def2-TZVPD basis",
  "fmax_ha_per_bohr": 0.08034,
  "homo_lumo_gap_ev": 8.669,
  "total_charge": -1,
  "mol_weight_g_mol": 133.1,
  "smiles": "O=S(=O)([O-])[C@]12C[C@@H]1C2",
  "elements": ["S", "O", "O", "O", "C", "C", "C", "C", "H", "H", "H", "H", "H"],
  "xyz": [[-0.44970, 1.19340, 1.26060], [0.91290, 1.36739, 1.81970], [-1.30113, 0.34901, 2.09805], [-1.11394, 2.43223, 0.87694], [-0.33399, 0.16132, -0.17671], [0.79563, 0.25733, -1.23666], [0.84126, -0.87726, -0.36005], [-0.66363, -1.29678, -0.35749], [1.53520, -1.24558, 0.27281], [1.33891, 1.16833, -1.16093], [0.50996, -0.03606, -2.28182], [-0.90677, -1.93156, 0.45831], [-1.16469, -1.54178, -1.21275]],
  "atomic_forces_ev_per_a": [[0.0, -0.2, 1.8], [-1.1, 0.0, -1.1], [0.2, 0.0, 0.1], [0.5, -0.1, -0.4], [2.4, -1.4, -0.3], [-2.3, -0.2, -1.9], [-4.0, 0.5, -0.9], [2.8, 1.7, 1.3], [1.9, -0.6, 2.3], [1.0, 0.2, 0.3], [0.1, 0.8, 0.6], [-0.4, 0.0, 1.0], [-1.0, -0.7, -2.6]],
  "nbo_charge": [2.4072, -1.0249, -1.0412, -1.0144, -0.3250, -0.4026, -0.2231, -0.3699, 0.2141, 0.2297, 0.1630, 0.2170, 0.1701]
}

{
  "formula": "C4H5O4",
  "method": "the ωB97M-V functional and the def2-TZVPD basis",
  "fmax_ha_per_bohr": 0.07488,
  "homo_lumo_gap_ev": 6.086,
  "total_charge": -1,
  "mol_weight_g_mol": 117.1,
  "smiles": "O=CC/C(O)=C(/[O-])O",
  "elements": ["O", "O", "O", "O", "C", "C", "C", "C", "H", "H", "H", "H", "H"],
  "xyz": [[-1.90618, -1.54405, -0.70184], [1.17090, -1.74035, 0.52691], [2.69974, -0.25409, -0.33008], [0.72478, 1.76962, -0.45393], [-1.57727, -0.37144, -0.55445], [1.48557, -0.45853, -0.02525], [0.47933, 0.52016, 0.06274], [-0.98566, 0.34443, 0.62890], [1.64347, 1.73964, -0.93664], [-1.25802, 1.32835, 0.71423], [-1.13286, -0.20668, 1.53964], [0.27444, -1.55232, 0.86913], [-1.61824, 0.42526, -1.33935]],
  "atomic_forces_ev_per_a": [[0.3, 0.9, 0.4], [-0.7, 1.4, -0.3], [-1.5, -0.1, -0.4], [2.3, 1.4, -1.6], [0.0, 1.2, -0.1], [0.8, 0.4, 1.3], [-0.3, -2.6, 0.5], [2.4, -2.6, -1.6], [-2.4, -0.4, 1.5], [-1.3, 2.3, 0.2], [0.3, -0.2, 0.7], [0.5, -0.9, -0.1], [-0.2, -0.8, -0.5]],
  "nbo_charge": [-0.6253, -0.7281, -0.7833, -0.7526, 0.3992, 0.5982, -0.0243, -0.5471, 0.4980, 0.2275, 0.1909, 0.4602, 0.0866]
}

{
  "formula": "C4H5O5Yb",
  "method": "the ωB97M-V functional and the def2-TZVPD basis",
  "fmax_ha_per_bohr": 0.05664,
  "homo_lumo_gap_ev": [5.477, 4.716],
  "spin_multiplicity": 2,
  "total_charge": 0,
  "mol_weight_g_mol": 306.1,
  "elements": ["Yb", "O", "O", "O", "O", "O", "C", "C", "C", "C", "H", "H", "H", "H", "H"],
  "xyz": [[-1.07381, -2.76782, 4.35028], [-0.20681, 1.17912, -4.04331], [0.07898, -0.71883, 3.51605], [0.14195, 0.15115, -2.19948], [-0.39085, -1.33802, 1.44619], [1.09470, 0.25533, 1.80104], [0.30640, -0.67319, 2.29784], [-0.02516, -0.41126, -0.18870], [0.65263, 0.76194, 0.52837], [-0.77580, 0.60048, -2.94257], [-1.09853, -0.22767, -0.31848], [0.69593, -1.18578, -0.47551], [-0.89142, 1.68567, -4.49378], [1.54792, 1.11305, 0.00711], [-0.05612, 1.57582, 0.71495]],
  "atomic_forces_ev_per_a": [[0.5, 1.1, -0.7], [0.4, 0.2, -0.3], [0.6, -1.3, 1.4], [0.4, 0.3, 0.3], [0.8, 0.2, 0.4], [1.0, 0.7, 0.4], [-2.7, 0.2, -1.1], [0.0, 0.7, -0.4], [-0.1, -0.6, -0.4], [-0.1, 0.0, 1.3], [0.7, -1.1, -0.6], [-1.2, 0.2, -0.3], [-0.1, -0.4, 0.1], [-0.4, -0.1, 0.0], [0.2, -0.1, -0.1]],
  "nbo_charge": [0.9937, -0.7470, -0.8544, -0.7361, -0.6816, -0.4943, 0.9811, 0.0245, -0.1310, 0.2613, 0.2438, 0.2349, 0.4760, 0.2347, 0.1946]
}

{
  "formula": "C4H5O6Tl",
  "method": "the ωB97M-V functional and the def2-TZVPD basis",
  "fmax_ha_per_bohr": 0.05162,
  "homo_lumo_gap_ev": 4.558,
  "total_charge": 0,
  "mol_weight_g_mol": 353.5,
  "elements": ["Tl", "O", "O", "O", "O", "O", "O", "C", "C", "C", "C", "H", "H", "H", "H", "H"],
  "xyz": [[3.19417, -1.33128, -0.70233], [0.77957, -1.05043, -0.04097], [4.02863, 1.02468, -0.98216], [-3.45802, -2.13976, 1.72631], [-3.32176, 0.08972, 1.97218], [-1.83706, -1.03825, 0.69206], [3.74567, 3.18515, -1.72466], [3.91497, 2.15890, -1.22803], [-1.25367, 0.19642, 0.32994], [-0.13702, -0.12848, -0.63250], [-2.95910, -1.01782, 1.54927], [0.43358, 0.77572, -0.87620], [-1.97859, 0.86061, -0.16360], [-0.55187, -0.55069, -1.55965], [0.25839, -1.73950, 0.41807], [-0.85789, 0.70502, 1.22229]],
  "atomic_forces_ev_per_a": [[-0.5, -0.9, 0.2], [0.7, -0.7, 0.2], [0.4, 0.4, 1.0], [0.9, 0.4, -0.3], [0.8, 0.2, -0.4], [1.6, 0.0, -1.1], [0.3, 0.1, 1.1], [-0.5, 0.4, -2.1], [-0.4, 0.0, 0.5], [-0.6, 0.4, -0.3], [-2.3, -0.5, 1.2], [-0.1, -0.1, 0.0], [0.1, -0.1, 0.2], [0.1, 0.0, 0.2], [-0.2, 0.4, -0.1], [-0.1, 0.0, -0.2]],
  "nbo_charge": [0.9479, -0.8379, -0.6224, -0.7511, -0.7786, -0.6138, -0.4310, 1.0636, -0.0897, -0.0800, 0.9400, 0.1589, 0.2004, 0.1793, 0.5325, 0.1819]
}